(1)
# C7H12

C7H12 in the gas phase (ωB97M-V/def2-TZVPD, OMol25).

Structure (XYZ):
```
19
Properties=species:S:1:pos:R:3
C 1.44486 0.50687 -1.33213
C 1.27987 -0.71981 -0.23143
C 0.20990 -0.65443 0.89376
C -0.19900 0.79471 1.26530
C -1.57248 0.53260 0.65943
C -1.47885 -0.08075 -0.72041
C -1.24794 -0.93310 0.47687
H 2.38726 0.29278 -1.83084
H 1.57221 1.44196 -0.77406
H 0.80084 0.84033 -2.18139
H 1.24387 -1.74104 -0.65657
H 2.26156 -0.62963 0.23887
H 0.47396 -1.26430 1.77161
H 0.40973 1.58112 0.81158
H -0.24280 0.96330 2.34461
H -2.49646 0.95876 1.03714
H -2.41949 -0.21702 -1.24874
H -0.56661 0.10567 -1.30925
H -1.86044 -1.77799 0.78563
```

Summary:
Kohn-Sham gap	10.48	eV
HOMO energy	-9.28	eV
E_LUMO	1.201	eV
SMILES	CC[C@H]1C[C@H]2C[C@@H]12
energy above the lowest of the compared OMol25 structures with the same formula, charge and spin	234.81	kJ/mol

(2)
# C7H12

A 2-piece molecular cluster, C7H12 overall (ωB97M-V/def2-TZVPD, OMol25).

Structure (XYZ):
```
19
Properties=species:S:1:pos:R:3
C -0.01704 0.28385 2.90281
C 1.05110 -0.11754 2.05536
C 0.36240 -0.09719 0.58080
C 1.40926 -0.54251 -0.52422
C 0.65745 -0.43839 -1.72744
C -0.35201 -0.18613 -2.42662
C -1.44170 0.09379 -3.14835
H -0.22742 1.33316 3.08482
H -2.43807 0.77435 -0.23871
H -0.72468 -0.44020 3.29447
H 1.89139 0.58182 2.00153
H 1.40537 -1.14197 2.20700
H 0.01697 0.91323 0.36463
H -0.48483 -0.78289 0.56961
H 2.27059 0.13432 -0.48410
H 1.74529 -1.56096 -0.29832
H -2.34346 0.65003 -0.97171
H -2.19040 -0.66539 -3.35567
H -1.61403 1.09328 -3.53758
```

Summary:
Kohn-Sham gap (alpha / beta)	7.32 / 8.16	eV
HOMO energy (alpha / beta)	-7.71 / -7.68	eV
E_LUMO (alpha / beta)	-0.388 / 0.482	eV
energy above the lowest of the compared OMol25 structures with the same formula, charge and spin	576.22	kJ/mol

(3)
# C7H12

C7H12 in the gas phase (ωB97M-V/def2-TZVPD, OMol25).

Structure (XYZ):
```
19
Properties=species:S:1:pos:R:3
C 0.10410 0.32268 2.41277
C 0.55905 0.95696 1.33009
C 0.62105 2.44750 1.11681
C 0.90242 0.16235 0.11591
C 0.03560 -1.04655 -0.28144
C -0.41400 -0.95058 -1.53142
C -1.27018 -2.00670 -2.26761
H -0.31464 0.84201 3.27639
H 0.06284 -0.75940 2.53446
H 0.10633 2.65667 0.17394
H 0.26643 3.00299 2.00334
H 1.68083 2.76378 1.16831
H 1.93032 -0.20822 0.10121
H 0.79584 0.89589 -0.72183
H -0.30492 -1.73032 0.47179
H -0.08286 -0.38277 -2.40920
H -2.03543 -2.57219 -1.72271
H -0.75747 -2.84526 -2.70992
H -1.88530 -1.54883 -3.06089
```

Summary:
Kohn-Sham gap	10.29	eV
HOMO energy	-9.17	eV
E_LUMO	1.116	eV
SMILES	C=C(C)C/C=C/C
energy above the lowest of the compared OMol25 structures with the same formula, charge and spin	193.97	kJ/mol

(4)
# C7H12

C7H12 in the gas phase (ωB97M-V/def2-TZVPD, OMol25).

Structure (XYZ):
```
19
Properties=species:S:1:pos:R:3
C 1.23314 -0.78992 1.72074
C 1.48547 -0.44356 0.41986
C 1.83570 1.02337 0.07194
C 0.75327 -1.11087 -0.86950
C -0.47958 -0.39045 -1.14629
C -1.55235 -0.38963 -0.30360
C -2.67543 0.63705 -0.32595
H 1.00466 -0.24145 2.69199
H 1.15745 -1.89613 1.92373
H 2.13049 1.14229 -0.97940
H 2.67259 1.40660 0.70397
H 0.98021 1.81521 0.38963
H 1.52896 -1.16389 -1.77966
H 0.49212 -2.19756 -0.50247
H -0.16133 0.41159 -1.85716
H -1.35211 -0.60780 0.74360
H -3.54334 0.44741 -1.02984
H -3.16052 0.70152 0.70477
H -2.34941 1.64622 -0.57638
```

Summary:
Kohn-Sham gap	9.56	eV
HOMO energy	-8.94	eV
E_LUMO	0.615	eV
SMILES	C=C(C)C/C=C/C
energy above the lowest of the compared OMol25 structures with the same formula, charge and spin	355.07	kJ/mol